No. 1
{
  "formula": "H44O22Sr",
  "method": "the ωB97M-V functional and the def2-TZVPD basis",
  "symbols": ["Sr", "O", "H", "H", "O", "H", "H", "O", "H", "H", "O", "H", "H", "O", "H", "H", "O", "H", "H", "O", "H", "H", "O", "H", "H", "O", "H", "H", "O", "H", "H", "O", "H", "H", "O", "H", "H", "O", "H", "H", "O", "H", "H", "O", "H", "H", "O", "H", "H", "O", "H", "H", "O", "H", "H", "O", "H", "H", "O", "H", "H", "O", "H", "H", "O", "H", "H"],
  "positions_angstrom": [[0.23, -0.04, 0.15], [-0.27, 2.31, 0.81], [0.55, 2.80, 0.79], [-0.92, 2.95, 1.10], [3.44, 0.05, 4.13], [4.08, -0.46, 4.62], [3.94, 0.48, 3.43], [-2.21, -4.59, 0.24], [-2.15, -3.71, -0.13], [-3.08, -4.89, -0.01], [-3.07, 2.70, -1.46], [-3.68, 2.38, -2.13], [-3.15, 3.65, -1.49], [-5.14, 0.86, -0.45], [-6.00, 0.45, -0.59], [-4.62, 0.17, -0.04], [4.60, -0.87, 1.22], [5.19, -0.76, 1.98], [5.02, -0.36, 0.53], [1.61, -2.19, 4.47], [2.18, -2.95, 4.60], [2.22, -1.47, 4.26], [2.12, -0.98, -3.31], [1.73, -1.26, -4.13], [3.01, -1.31, -3.34], [1.96, -1.79, 0.95], [2.79, -1.34, 1.14], [2.00, -2.60, 1.45], [-2.13, 3.88, 1.82], [-1.82, 4.79, 1.85], [-3.08, 3.96, 1.78], [1.50, 3.93, -2.03], [2.11, 3.35, -2.50], [0.68, 3.85, -2.51], [1.35, -4.59, -0.83], [2.20, -4.78, -0.44], [1.45, -4.81, -1.76], [0.69, 0.05, 2.87], [0.02, -0.22, 3.50], [1.49, 0.13, 3.39], [0.28, -2.11, -1.39], [0.66, -2.94, -1.11], [0.62, -1.98, -2.28], [-2.53, -2.02, -3.33], [-2.96, -2.87, -3.33], [-1.76, -2.13, -3.89], [2.43, 1.31, 0.65], [3.22, 1.30, 0.11], [2.73, 1.65, 1.50], [-4.08, -2.07, 1.58], [-4.56, -2.73, 1.09], [-4.75, -1.62, 2.09], [-1.93, 0.00, -1.19], [-2.38, 0.84, -1.37], [-2.15, -0.54, -1.95], [0.69, 1.02, -2.16], [1.29, 0.49, -2.68], [0.44, 1.74, -2.74], [-0.64, 2.94, -3.58], [-1.00, 2.99, -4.46], [-1.39, 2.76, -3.01], [-1.36, -1.51, 1.55], [-2.29, -1.49, 1.36], [-1.28, -2.15, 2.26], [1.73, 4.35, 1.02], [1.86, 4.43, 0.07], [2.25, 3.58, 1.27]],
  "mulliken_charge": [1.171, -0.410, 0.239, 0.221, -0.687, 0.333, 0.232, -0.584, 0.243, 0.290, -0.666, 0.264, 0.283, -0.550, 0.299, 0.293, -0.563, 0.266, 0.274, -0.564, 0.299, 0.316, -0.582, 0.298, 0.235, -0.223, 0.226, 0.171, -0.566, 0.303, 0.274, -0.584, 0.267, 0.308, -0.616, 0.298, 0.303, -0.178, 0.215, 0.149, -0.067, 0.232, 0.134, -0.604, 0.286, 0.252, -0.247, 0.136, 0.139, -0.540, 0.262, 0.264, -0.057, 0.152, 0.174, -0.295, 0.283, 0.223, -0.702, 0.279, 0.345, -0.290, 0.200, 0.184, -0.642, 0.344, 0.257],
  "total_charge": 2,
  "lumo_ev": -5.335
}

=====

No. 2
{
  "formula": "C9H14Br6O4",
  "method": "the ωB97M-V functional and the def2-TZVPD basis",
  "symbols": ["C", "C", "C", "O", "C", "O", "O", "H", "H", "H", "H", "H", "H", "C", "C", "O", "C", "H", "H", "H", "H", "H", "H", "C", "Br", "Br", "Br", "H", "C", "Br", "Br", "Br", "H"],
  "positions_angstrom": [[1.40, -0.15, -3.24], [1.06, -0.29, -1.79], [2.09, -1.06, -0.96], [2.11, -0.38, 0.28], [1.55, 0.85, 0.12], [1.48, 1.66, 0.98], [1.09, 1.00, -1.14], [0.66, 0.46, -3.76], [1.39, -1.13, -3.73], [2.40, 0.26, -3.39], [0.06, -0.71, -1.65], [3.07, -0.98, -1.45], [1.85, -2.11, -0.86], [-3.09, -0.25, -0.46], [-3.58, -1.23, 0.60], [-3.83, -0.88, 1.73], [-3.72, -2.67, 0.19], [-3.50, -0.52, -1.43], [-2.00, -0.27, -0.44], [-3.39, 0.75, -0.17], [-2.81, -3.22, 0.40], [-3.93, -2.77, -0.87], [-4.52, -3.13, 0.77], [-0.29, 4.42, 0.59], [-1.10, 6.12, 0.92], [1.24, 4.61, -0.58], [-1.56, 3.18, -0.10], [0.11, 4.02, 1.52], [3.19, -1.10, 3.46], [4.82, -1.40, 4.42], [2.36, 0.55, 3.93], [1.97, -2.58, 3.69], [3.43, -1.05, 2.41]],
  "mulliken_charge": [-1.572, 0.682, -0.489, -0.240, 0.497, -0.364, -0.204, 0.374, 0.389, 0.371, 0.045, 0.299, 0.345, -0.431, 0.698, -0.548, -1.069, 0.375, -0.193, 0.204, 0.251, 0.317, 0.336, -0.282, -0.056, -0.054, 0.005, 0.344, -0.035, -0.035, -0.004, -0.042, 0.084],
  "total_charge": 0,
  "lumo_ev": 0.198
}

=====

No. 3
{
  "formula": "C29H40N4OPdTe",
  "method": "the ωB97M-V functional and the def2-TZVPD basis",
  "symbols": ["Pd", "N", "C", "C", "N", "C", "C", "N", "H", "H", "H", "H", "H", "H", "H", "H", "H", "H", "H", "H", "H", "C", "C", "C", "C", "C", "C", "Te", "N", "C", "O", "C", "C", "C", "C", "C", "C", "C", "C", "C", "C", "C", "C", "C", "C", "C", "C", "C", "C", "H", "H", "H", "H", "H", "H", "H", "H", "H", "H", "H", "H", "H", "H", "H", "H", "H", "H", "H", "H", "H", "H", "H", "H", "H", "H", "H"],
  "positions_angstrom": [[-0.63, -2.14, 1.22], [1.26, -3.59, 1.74], [1.43, -3.82, 3.20], [0.64, -2.82, 4.04], [-0.76, -3.06, 3.79], [-1.79, -2.13, 4.22], [-3.08, -2.53, 3.52], [-2.95, -2.45, 2.05], [1.32, -4.48, 1.25], [2.07, -3.06, 1.42], [2.49, -3.81, 3.46], [1.06, -4.82, 3.43], [0.89, -1.80, 3.74], [0.94, -2.93, 5.09], [-1.01, -4.01, 4.03], [-1.49, -1.12, 3.91], [-1.95, -2.10, 5.30], [-3.92, -1.93, 3.89], [-3.30, -3.57, 3.78], [-3.20, -1.52, 1.73], [-3.60, -3.08, 1.61], [4.56, 3.68, -3.82], [3.74, 2.67, -3.07], [3.47, 2.82, -1.72], [2.71, 1.91, -1.00], [2.44, 2.18, 0.45], [2.20, 0.80, -1.68], [1.08, -0.79, -0.82], [0.65, -0.20, 1.01], [-0.51, 0.46, 1.28], [-1.61, 0.02, 0.89], [-0.46, 1.64, 2.18], [-1.48, 2.60, 2.11], [-1.47, 3.68, 2.97], [-0.48, 3.79, 3.93], [0.52, 2.83, 4.02], [0.54, 1.77, 3.14], [-0.69, -0.50, -1.94], [-1.36, -1.64, -2.37], [-0.90, -3.06, -2.13], [-2.54, -1.48, -3.09], [-3.06, -0.23, -3.37], [-4.35, -0.08, -4.13], [-2.37, 0.89, -2.92], [-1.18, 0.79, -2.21], [-0.50, 2.07, -1.80], [2.50, 0.58, -3.04], [2.03, -0.61, -3.83], [3.25, 1.54, -3.71], [4.85, 4.51, -3.18], [4.00, 4.08, -4.67], [5.47, 3.22, -4.22], [3.86, 3.69, -1.19], [3.08, 2.99, 0.80], [2.61, 1.30, 1.07], [1.40, 2.48, 0.62], [-2.26, 2.47, 1.37], [-2.25, 4.43, 2.91], [-0.48, 4.63, 4.62], [1.29, 2.92, 4.78], [1.33, 1.03, 3.18], [-0.05, -3.15, -1.46], [-0.64, -3.54, -3.07], [-1.71, -3.64, -1.68], [-3.06, -2.37, -3.43], [-4.77, -1.04, -4.41], [-4.18, 0.49, -5.05], [-5.08, 0.46, -3.54], [-2.77, 1.87, -3.12], [-1.22, 2.89, -1.83], [0.32, 2.31, -2.48], [-0.09, 2.03, -0.79], [2.06, -1.56, -3.28], [2.67, -0.75, -4.70], [1.00, -0.48, -4.18], [3.48, 1.38, -4.76]],
  "mulliken_charge": [-0.237, -0.302, -0.924, -0.039, -0.082, -0.071, -0.900, -0.335, 0.200, 0.148, 0.394, 0.379, -0.104, 0.436, 0.211, -0.083, 0.410, 0.372, 0.388, 0.171, 0.200, -1.581, 0.445, -1.085, 1.113, -1.110, 0.071, 0.991, -0.913, 1.555, -0.676, 0.174, -0.454, -0.788, -0.463, -0.946, 0.246, 1.416, 0.094, -1.912, -0.999, 0.699, -1.536, -0.953, 0.968, -1.301, 1.183, -1.973, -1.000, 0.362, 0.348, 0.364, 0.322, 0.470, 0.083, 0.126, 0.463, 0.437, 0.419, 0.434, 0.415, 0.262, 0.408, 0.422, 0.376, 0.387, 0.340, 0.351, 0.476, 0.505, 0.295, -0.172, 0.267, 0.560, 0.305, 0.477],
  "total_charge": 1,
  "spin_multiplicity": 2,
  "lumo_ev": [-2.151, -2.276]
}

=====

No. 4
{
  "formula": "C4H9N3O4",
  "method": "the ωB97M-V functional and the def2-TZVPD basis",
  "symbols": ["C", "C", "C", "C", "N", "N", "N", "O", "O", "O", "O", "H", "H", "H", "H", "H", "H", "H", "H", "H"],
  "positions_angstrom": [[2.55, 0.14, 0.04], [1.73, -0.96, -0.58], [0.90, -1.75, 0.09], [-1.65, -0.12, -0.41], [-0.36, 1.63, -0.46], [-0.83, 0.53, 0.29], [-2.33, -1.25, -0.02], [2.20, 0.67, 1.15], [3.51, 0.63, -0.54], [-0.38, 0.47, 1.47], [-1.27, 2.73, -0.53], [1.98, -1.18, -1.63], [0.55, 1.97, 0.03], [0.45, -2.57, -0.49], [0.52, -1.66, 1.11], [-1.90, 0.28, -1.46], [-2.85, -1.31, 0.81], [-2.96, -1.63, -0.74], [1.43, 0.23, 1.49], [-1.30, 3.15, 0.38]],
  "mulliken_charge": [0.544, -0.078, -0.770, -0.034, -0.654, 0.929, -0.446, -0.498, -0.631, -0.789, -0.357, 0.304, 0.309, 0.260, 0.430, 0.327, 0.229, 0.248, 0.351, 0.327],
  "total_charge": 0,
  "lumo_ev": 0.336
}

=====

No. 5
{
  "formula": "C21H14CuN4OS5Se",
  "method": "the ωB97M-V functional and the def2-TZVPD basis",
  "symbols": ["Cu", "O", "C", "S", "C", "C", "S", "S", "S", "Se", "N", "C", "C", "C", "C", "C", "C", "N", "H", "H", "H", "H", "N", "C", "C", "C", "C", "C", "C", "C", "H", "H", "H", "H", "H", "S", "C", "N", "C", "C", "C", "C", "H", "H", "H", "H", "H"],
  "positions_angstrom": [[-1.84, -1.08, -0.66], [-6.64, -5.25, -2.18], [-5.74, -4.50, -1.82], [-4.19, -4.38, -2.63], [-3.54, -3.01, -1.85], [-4.34, -2.47, -0.83], [-3.90, -1.25, 0.29], [-5.80, -3.30, -0.54], [-1.94, -2.51, -2.35], [0.72, -2.97, -5.67], [2.02, -2.31, -4.57], [3.01, -2.02, -5.43], [4.24, -1.43, -5.01], [5.25, -1.34, -5.93], [5.26, -1.99, -7.14], [4.17, -2.74, -7.54], [3.01, -2.74, -6.69], [1.90, -3.40, -7.05], [4.29, -0.94, -4.04], [6.20, -0.81, -5.73], [6.16, -1.84, -7.73], [4.01, -3.21, -8.52], [-0.46, -0.06, 0.14], [0.40, 0.54, 0.63], [1.43, 1.38, 1.18], [2.71, 1.47, 0.54], [3.71, 2.32, 1.06], [3.42, 3.05, 2.20], [2.17, 2.97, 2.81], [1.19, 2.16, 2.34], [2.89, 0.81, -0.31], [4.68, 2.27, 0.63], [4.21, 3.41, 2.81], [1.98, 3.64, 3.65], [0.16, 2.17, 2.72], [-2.25, 1.60, 3.36], [-2.91, 2.16, 4.81], [-4.22, 2.01, 5.16], [-4.71, 2.26, 6.43], [-3.92, 2.65, 7.46], [-2.56, 2.90, 7.15], [-2.15, 2.83, 5.80], [-4.80, 1.49, 4.58], [-5.86, 2.21, 6.59], [-4.40, 2.83, 8.47], [-1.86, 3.15, 7.90], [-1.14, 3.28, 5.52]],
  "mulliken_charge": [-0.098, -0.545, 0.546, -0.136, 0.175, 0.444, -0.294, -0.139, -0.227, 0.314, -0.577, 0.599, -0.615, -0.296, -0.312, -0.559, 0.787, -0.736, 0.392, 0.309, 0.339, 0.377, -0.318, 0.175, 0.580, -0.606, -0.498, -0.522, -0.323, 0.057, 0.514, 0.406, 0.365, 0.339, -0.008, -0.399, 0.313, -0.059, -0.122, -0.447, -0.332, -0.357, 0.236, 0.270, 0.305, 0.424, 0.259],
  "total_charge": 0,
  "spin_multiplicity": 2,
  "lumo_ev": [-0.949, -1.789]
}

=====

No. 6
{
  "formula": "C3H10O3",
  "method": "the ωB97M-V functional and the def2-TZVPD basis",
  "symbols": ["C", "C", "C", "O", "H", "H", "H", "H", "H", "H", "O", "H", "H", "O", "H", "H"],
  "positions_angstrom": [[-1.33, -0.62, 2.15], [-0.51, -0.67, 1.10], [0.95, -0.35, 1.33], [1.54, 0.20, 0.13], [-2.33, -1.03, 1.95], [-1.04, -0.57, 3.18], [-0.72, -1.07, 0.10], [1.25, 0.46, 1.97], [1.44, -1.28, 1.61], [1.63, -0.45, -0.59], [0.70, 1.92, -2.31], [0.93, 1.97, -1.36], [-0.25, 2.14, -2.21], [-0.99, -0.39, -2.12], [-1.04, -0.43, -3.08], [-0.22, 0.15, -1.85]],
  "mulliken_charge": [-0.796, 0.134, -0.457, -0.512, 0.248, 0.301, 0.231, 0.298, 0.270, 0.286, -0.708, 0.348, 0.345, -0.641, 0.305, 0.346],
  "total_charge": 0,
  "lumo_ev": 0.741,
  "smiles": "C=CCO.O.O"
}